48
Properties=species:S:1:pos:R:3 method="wB97M-V/def2-TZVPD" homo_lumo_gap_ev=10.28 total_charge=0 homo_energy_ev=-10.06 relative_energy_ev=1.231 lumo_ev=0.21
C 1.70425 0.07310 2.38729
C 0.48955 0.60556 1.71874
N 0.68959 1.37548 0.63248
C -1.40775 1.78690 -2.59877
C -0.38832 1.47199 -1.55941
C -0.47754 1.88552 -0.04416
C -0.81513 3.34686 -0.04498
O -0.61331 0.43337 2.25904
H 2.47226 -0.04839 1.64397
H 1.81388 0.60582 3.35264
H 1.58817 -0.91811 2.85583
H 1.60573 1.49616 0.19917
H -1.77932 2.82321 -2.52825
H -2.24842 1.12284 -2.48195
H -1.15044 1.94206 -3.63973
H -0.25769 0.35600 -1.49621
H 0.62721 1.84208 -1.89913
H -1.31640 1.25215 0.36971
H -1.89887 3.57401 -0.36406
H -0.29718 3.99387 -0.77395
H -0.64046 3.81815 0.93040
H -2.87916 1.48794 3.00216
H -2.27835 2.77918 2.37149
O -3.09547 2.32925 2.59494
H 0.32525 -1.91994 2.62768
H 0.16014 -3.42942 2.17128
O 0.28271 -2.52158 1.88055
H 2.39454 -3.32440 -0.20120
H 1.62623 -2.23851 0.62817
O 2.41647 -2.40518 0.08049
H 3.28049 -0.42618 -2.46992
H 3.55310 -1.65639 -1.74374
O 3.97734 -0.79894 -1.91010
H -1.92478 -1.38187 2.01828
H -3.42235 -1.19037 2.75498
O -2.75793 -1.74413 2.33322
H 3.54974 0.57310 -0.45810
H 4.04839 2.07558 -0.59497
O 3.50603 1.46394 -0.08059
H -1.38710 -1.70908 -1.26592
H -1.18150 -1.31243 -2.69882
O -0.95418 -2.01786 -2.07426
H -3.37122 -2.97300 -0.41781
H -3.13013 -1.70385 0.36635
O -3.32633 -2.01512 -0.53048
H 1.15764 -2.46524 -1.84869
H 0.39489 -3.24479 -2.87600
O 1.33572 -3.06935 -2.57764